Entry 1:
Formula: C30H32BBrCl37I2O4
Source: the Open Molecules 2025 dataset
Level of theory: ωB97M-V/def2-TZVPD

Positions of all 107 atoms, in Å:
C  -0.518  -6.243  -1.711
C  -0.490  -5.175  -2.236
C  -0.465  -3.901  -2.948
C  -0.474  -2.706  -1.962
C  0.747  -2.730  -1.038
B  1.106  -1.318  -0.248
C  2.752  -1.148  -0.316
C  3.556  -1.943  0.720
C  3.681  -3.416  0.365
Br  5.108  -4.265  1.405
O  0.496  -0.094  -0.887
C  -0.385  0.510  -0.016
C  -1.795  -0.122  -0.388
C  -2.976  0.800  -0.261
O  -3.353  1.511  -1.136
Cl  -3.961  0.866  1.265
O  -0.543  1.892  -0.233
C  -0.275  2.324  -1.551
C  -0.757  3.757  -1.674
C  -0.569  4.332  -3.079
C  -1.211  3.467  -4.180
C  0.190  0.068  1.397
C  -0.914  0.273  2.475
C  -1.694  -0.994  2.831
C  1.449  0.834  1.884
I  2.129  2.595  0.888
C  2.178  0.499  2.957
C  3.387  1.229  3.478
I  1.674  -1.168  4.171
O  0.494  -1.259  1.123
H  -0.497  -7.254  -1.374
H  0.455  -3.831  -3.530
H  -1.335  -3.807  -3.600
H  -1.368  -2.739  -1.337
H  -0.504  -1.791  -2.557
H  1.598  -3.050  -1.651
H  0.606  -3.518  -0.289
H  3.152  -1.358  -1.313
H  2.972  -0.093  -0.121
H  3.165  -1.846  1.731
H  4.574  -1.537  0.745
H  2.764  -3.933  0.639
H  3.845  -3.593  -0.694
H  -1.934  -1.090  0.084
H  -1.728  -0.296  -1.457
H  -0.791  1.713  -2.293
H  0.791  2.286  -1.791
H  -0.194  4.339  -0.937
H  -1.810  3.844  -1.395
H  -1.026  5.322  -3.088
H  0.503  4.401  -3.276
H  -0.428  2.879  -4.659
H  -1.928  2.750  -3.776
H  -1.743  4.054  -4.923
H  -0.456  0.619  3.401
H  -1.549  1.088  2.140
H  -2.416  -1.290  2.077
H  -2.240  -0.816  3.759
H  -0.995  -1.811  2.977
H  4.085  1.476  2.684
H  3.089  2.108  4.051
H  3.919  0.587  4.177
C  1.449  -2.097  -6.294
Cl  -0.288  -2.174  -6.619
Cl  2.110  -3.737  -6.252
Cl  2.246  -1.176  -7.580
Cl  1.723  -1.311  -4.746
C  -8.145  0.766  2.170
Cl  -8.768  -0.621  1.271
Cl  -7.093  0.204  3.472
Cl  -7.219  1.801  1.083
Cl  -9.503  1.665  2.869
C  -3.311  4.416  3.635
Cl  -3.179  3.858  5.310
Cl  -3.472  6.181  3.618
Cl  -1.869  3.952  2.738
Cl  -4.735  3.692  2.886
C  -9.474  5.412  -0.646
Cl  -10.777  6.499  -0.138
Cl  -7.983  6.338  -0.847
Cl  -9.229  4.162  0.573
Cl  -9.909  4.658  -2.184
C  3.441  0.423  -11.131
Cl  1.977  1.329  -11.523
Cl  4.762  0.956  -12.178
Cl  3.874  0.709  -9.443
Cl  3.151  -1.301  -11.379
C  -4.077  6.548  -5.962
Cl  -2.321  6.741  -6.029
Cl  -4.835  8.140  -5.816
Cl  -4.637  5.764  -7.444
Cl  -4.514  5.558  -4.571
C  6.680  -0.877  6.673
Cl  5.088  -1.203  6.000
Cl  6.726  0.767  7.326
Cl  7.022  -2.039  7.970
Cl  7.901  -1.044  5.410
C  6.450  -5.508  5.468
Cl  4.996  -4.610  5.062
Cl  7.802  -4.936  4.485
Cl  6.822  -5.252  7.180
Cl  6.190  -7.231  5.163
C  2.756  -5.539  8.983
Cl  4.088  -4.420  8.706
Cl  1.223  -4.660  8.953
Cl  2.756  -6.767  7.713
Cl  2.955  -6.321  10.559

Output
Energy above the lowest of the compared OMol25 structures with the same formula, charge and spin, kcal per mole: 0.0
Charge: -1
Orbital gap, Eh: 0.247
E_LUMO, Ha: 0.049
Spin multiplicity: 1

***

Entry 2:
Formula: C4H14NO2
Source: the Open Molecules 2025 dataset
Level of theory: ωB97M-V/def2-TZVPD

Positions of all 21 atoms, in Å:
C  -0.615  -0.644  1.642
C  0.821  -0.785  1.195
C  0.997  -0.828  -0.320
C  1.746  -1.724  -0.977
N  0.338  0.280  -1.041
H  -0.695  -0.781  2.726
H  -0.984  0.372  1.547
H  -1.149  -1.394  1.102
H  1.600  -0.096  1.609
H  1.257  -1.739  1.482
H  2.658  -2.203  -0.639
H  1.585  -1.903  -2.043
H  0.739  0.182  -1.978
H  0.613  1.184  -0.628
H  -0.665  0.110  -1.151
H  -3.853  0.023  -1.565
H  -2.714  0.948  -1.127
O  -2.902  0.119  -1.577
H  0.033  3.467  0.033
H  0.979  2.708  1.130
O  0.212  2.702  0.579

Output
Energy above the lowest of the compared OMol25 structures with the same formula, charge and spin, kcal per mole: 47.7
Charge: +1
Orbital gap, Eh: 0.395
E_LUMO, Ha: -0.121
Spin multiplicity: 1

***

Entry 3:
Formula: C10H11ClF2O
Source: the Open Molecules 2025 dataset
Level of theory: ωB97M-V/def2-TZVPD

Positions of all 25 atoms, in Å:
C  1.547  -2.866  -0.457
C  1.455  -2.070  0.640
C  0.585  -2.697  -1.435
C  0.537  -1.013  0.681
C  -0.296  -1.648  -1.405
C  -0.340  -0.716  -0.334
C  0.275  2.174  0.843
C  -0.991  1.382  0.949
C  -1.210  0.450  -0.231
C  -3.021  -0.480  0.518
O  -1.667  1.068  -1.339
F  -2.678  -1.568  1.221
F  -3.555  0.463  1.330
Cl  -4.134  -0.834  -0.770
H  2.112  -3.731  -0.549
H  2.134  -2.144  1.529
H  0.360  -3.460  -2.177
H  0.576  -0.439  1.518
H  -1.026  -1.614  -2.235
H  1.007  1.856  0.170
H  0.628  2.227  1.866
H  -0.033  3.207  0.497
H  -1.963  2.056  0.978
H  -1.085  0.736  1.924
H  -1.890  0.357  -1.960

Output
Orbital gap (spin up / spin down), Eh: 0.224 / 0.258
E_LUMO (spin up / spin down), Ha: 0.024 / -0.083
Expectation value of S²: 2.026
Spin multiplicity: 3

***

Entry 4:
Formula: C11H13LuN2O6
Source: the Open Molecules 2025 dataset
Level of theory: ωB97M-V/def2-TZVPD

Positions of all 33 atoms, in Å:
O  -0.048  3.058  -4.916
C  -0.045  2.354  -3.999
Lu  -0.035  0.739  -2.173
O  -0.077  3.542  -0.307
C  -0.073  2.661  -1.067
C  -0.028  -0.703  -3.883
O  -0.120  -1.805  -3.421
C  2.068  0.846  -2.573
O  3.222  0.765  -2.674
C  -2.141  0.845  -2.577
O  -3.297  0.730  -2.673
H  0.073  -0.272  -4.926
C  -1.256  -2.526  0.349
N  -0.619  -1.546  1.206
C  -0.632  -1.744  2.638
C  0.282  -0.788  3.335
C  0.123  0.579  2.775
N  0.512  0.505  1.381
C  1.615  1.370  0.953
C  -0.065  -0.473  0.643
O  -0.149  -0.464  -0.610
H  -0.552  -2.989  -0.360
H  -2.087  -2.113  -0.242
H  -1.666  -3.327  0.963
H  -1.666  -1.609  2.964
H  -0.338  -2.775  2.841
H  1.321  -1.104  3.225
H  0.064  -0.793  4.399
H  0.758  1.316  3.282
H  -0.925  0.913  2.841
H  1.369  2.426  1.138
H  2.513  1.145  1.570
H  1.900  1.236  -0.098

Output
Energy above the lowest of the compared OMol25 structures with the same formula, charge and spin, kcal per mole: 71.7
Charge: +2
Orbital gap (spin up / spin down), Eh: 0.216 / 0.184
E_LUMO (spin up / spin down), Ha: -0.354 / -0.358
Spin multiplicity: 1

***

> Number 2 is which compound?

C4H14NO2